Run w
Formula: C6H5N
Source: the Open Molecules 2025 dataset
Level of theory: ωB97M-V/def2-TZVPD

ORCA input file:
```
! RIJCOSX wB97M-V def2-TZVPD def2/J DEFGRID3
* xyz 0 1
C -0.62511 2.85556 0.83559
C -0.38633 1.76021 0.50387
C -0.34522 0.31595 0.10529
C -0.51570 -0.54005 -1.20923
C 0.16500 -1.73163 -1.11284
N 0.95321 -1.62291 0.09846
C 0.50772 -0.48952 0.77570
H -1.20166 3.74242 1.62222
H -1.00577 -0.02607 -2.13399
H 0.27124 -2.77134 -1.74746
H 1.66988 -2.17218 0.45910
H 0.79167 -0.43554 1.72060
*
```

As for the structure (SMILES): C#Cc1cc[nH]c1.

Run x
Formula: C6H5N
Source: the Open Molecules 2025 dataset
Level of theory: ωB97M-V/def2-TZVPD

ORCA input file:
```
! RIJCOSX wB97M-V def2-TZVPD def2/J DEFGRID3
* xyz 0 1
C -2.77252 0.36065 0.13691
C -1.69561 0.58796 -0.34805
C -0.41162 0.86417 -0.94310
N 0.61523 1.64921 -0.18838
C 0.73189 0.26093 -0.29486
C 1.11865 -0.77723 0.36319
C 1.87520 -1.79492 0.63144
H -3.73213 0.17347 0.56186
H -0.39652 1.04719 -2.01134
H 0.30277 1.87634 0.75253
H 2.64681 -1.77887 -0.13222
H 1.71783 -2.46888 1.47202
*
```

As for the structure (SMILES): C#C[C@H]1NC1=C=C.

Run y
Formula: C6H5N
Source: the Open Molecules 2025 dataset
Level of theory: ωB97M-V/def2-TZVPD

ORCA input file:
```
! RIJCOSX wB97M-V def2-TZVPD def2/J DEFGRID3
* xyz 0 1
C -1.05916 2.25318 0.57811
C -0.08791 1.62012 0.24855
C 1.10058 0.81326 0.12223
N 1.46872 -0.22540 -0.77071
C 0.69546 -0.79801 0.25751
C -0.57797 -1.46993 -0.07441
C -1.55234 -2.12707 -0.37481
H -1.95114 2.78465 0.82329
H 2.00842 1.36136 0.45536
H 1.20806 -0.28270 -1.73871
H 1.19637 -1.25874 1.10179
H -2.44909 -2.67073 -0.62821
*
```

As for the structure (SMILES): C#C[C@@H]1N[C@@H]1C#C.

Stability summary: most stable run w, least stable run y.

Run w
Formula: C6H5N
Source: the Open Molecules 2025 dataset
Level of theory: ωB97M-V/def2-TZVPD

ORCA input file:
```
! RIJCOSX wB97M-V def2-TZVPD def2/J DEFGRID3
* xyz 0 1
C 1.28234 -0.50660 1.39900
C 0.42478 0.32602 1.26823
C -0.57461 1.07531 0.55115
N -1.78427 0.38775 0.09089
C -0.73237 0.67349 -0.88833
C 0.14095 -0.38970 -1.31348
C 1.00484 -1.21767 -1.18347
H 1.96210 -1.26841 1.73576
H -0.69341 2.12467 0.78888
H -1.73170 -0.59543 0.36099
H -0.95421 1.46232 -1.59524
H 1.65557 -2.07173 -1.21437
*
```

As for the structure (SMILES): C#C[C@@H]1N[C@@H]1C#C.

Run x
Formula: C6H5N
Source: the Open Molecules 2025 dataset
Level of theory: ωB97M-V/def2-TZVPD

ORCA input file:
```
! RIJCOSX wB97M-V def2-TZVPD def2/J DEFGRID3
* xyz 0 1
C 1.18279 -0.14896 2.04899
C 0.95653 -0.15871 0.86248
C 0.78254 -0.18586 -0.57874
N 0.57179 1.06686 -1.34051
C -0.50482 0.11689 -1.29953
C -1.74040 0.36022 -0.52288
C -1.93317 -0.34165 0.44642
H 1.38474 -0.11984 3.10062
H 1.45564 -0.88255 -1.07393
H 0.34987 1.80733 -0.67702
H -0.69540 -0.46626 -2.19448
H -1.81011 -1.04746 1.22859
*
```

As for the structure (SMILES): C#C[C@@H]1N[C@@H]1C#C.

Run y
Formula: C6H5N
Source: the Open Molecules 2025 dataset
Level of theory: ωB97M-V/def2-TZVPD

ORCA input file:
```
! RIJCOSX wB97M-V def2-TZVPD def2/J DEFGRID3
* xyz 0 1
C 1.55359 0.00032 0.06902
C 2.77671 -0.13861 -0.18502
C -0.65583 -1.03305 0.63795
C -0.87686 0.20884 -1.22756
C 0.36055 -0.07378 0.92693
C 0.24424 0.78306 -0.35353
N -1.29096 -0.99675 -0.47289
H -0.99927 -1.80657 1.20016
H -1.60324 0.93262 -1.48830
H -0.42545 -0.12385 -2.18376
H 0.63347 0.40176 3.47917
H 0.28304 1.84600 -0.40217
*
```

Run z
Formula: C6H5N
Source: the Open Molecules 2025 dataset
Level of theory: ωB97M-V/def2-TZVPD

ORCA input file:
```
! RIJCOSX wB97M-V def2-TZVPD def2/J DEFGRID3
* xyz 0 1
C 0.97746 -2.05159 0.49654
C 1.85626 -2.71890 0.94417
C -1.98095 -0.22793 1.17883
C -0.98636 0.49881 0.52201
C 0.04789 0.10459 -0.20210
C 0.84744 0.89948 -1.13262
N -2.82385 -0.63510 1.86099
H -1.21948 1.51938 0.75566
H 0.41370 -1.03102 -0.10472
H 0.59006 2.04440 -0.98887
H 0.30962 0.68128 -2.06429
H 1.96820 0.91658 -1.26559
*
```

Stability summary: most stable run w, least stable run y.